{"formula": "C39H61NO27", "method": "wB97M-V/def2-TZVPD", "total_energy_ev": -98203.0583, "e_lumo_ev": 0.1, "charge": 0, "smiles": "C[C@H]1COC(=O)O1.C[C@H]1COC(=O)O1.C[C@H]1COC(=O)O1.C[C@H]1COC(=O)O1.C[C@H]1COC(=O)O1.C[C@H]1COC(=O)O1.C[C@H]1COC(=O)O1.C[C@H]1COC(=O)O1.COC(=O)OC.CCCC#N", "e_above_lowest_kcal_mol": 9.7, "homo_energy_ev": -9.8, "orbital_gap_ev": 9.9, "symbols": ["C", "C", "C", "O", "C", "O", "O", "H", "H", "H", "H", "H", "H", "C", "C", "C", "O", "C", "O", "O", "H", "H", "H", "H", "H", "H", "C", "C", "C", "O", "C", "O", "O", "H", "H", "H", "H", "H", "H", "C", "C", "C", "O", "C", "O", "O", "H", "H", "H", "H", "H", "H", "C", "C", "C", "O", "C", "O", "O", "H", "H", "H", "H", "H", "H", "C", "C", "C", "O", "C", "O", "O", "H", "H", "H", "H", "H", "H", "C", "C", "C", "O", "C", "O", "O", "H", "H", "H", "H", "H", "H", "C", "C", "C", "O", "C", "O", "O", "H", "H", "H", "H", "H", "H", "C", "O", "C", "O", "O", "C", "H", "H", "H", "H", "H", "H", "C", "C", "C", "C", "N", "H", "H", "H", "H", "H", "H", "H"], "xyz": [[-0.920055, -0.930500, -0.373648], [-0.007055, -1.659500, 0.576352], [0.191945, -3.121500, 0.383352], [1.622945, -3.229500, 0.450352], [2.150945, -2.064500, 0.681352], [3.324945, -1.865500, 0.886352], [1.262945, -1.085500, 0.690352], [-1.927055, -1.331500, -0.264648], [-0.585055, -0.934500, -1.380648], [-1.063055, 0.023500, -0.001648], [-0.460055, -1.644500, 1.554352], [-0.059055, -3.552500, -0.545648], [-0.110055, -3.682500, 1.258352], [4.523945, -1.747500, -2.329648], [5.113945, -0.695500, -1.465648], [6.274945, -1.116500, -0.611648], [7.261945, -0.180500, -0.889648], [6.838945, 0.715500, -1.791648], [7.528945, 1.653500, -2.213648], [5.655945, 0.418500, -2.211648], [4.776945, -2.815500, -2.038648], [4.775945, -1.596500, -3.394648], [3.478945, -1.686500, -2.400648], [4.377945, -0.271500, -0.851648], [6.504945, -2.161500, -0.923648], [6.082945, -1.307500, 0.410352], [0.758945, 3.383500, -2.654648], [2.028945, 2.543500, -2.367648], [1.684945, 1.160500, -1.758648], [1.911945, 0.338500, -2.870648], [2.561945, 0.888500, -3.824648], [3.078945, 0.302500, -4.700648], [2.614945, 2.169500, -3.617648], [1.032945, 4.369500, -3.063648], [0.089945, 3.511500, -1.779648], [0.106945, 2.926500, -3.404648], [2.728945, 2.910500, -1.705648], [0.603945, 1.137500, -1.501648], [2.277945, 0.876500, -0.887648], [-4.052055, -3.109500, 5.306352], [-2.842055, -2.635500, 4.462352], [-2.839055, -3.094500, 2.985352], [-2.809055, -1.898500, 2.215352], [-2.886055, -0.845500, 3.042352], [-2.864055, 0.313500, 2.651352], [-2.946055, -1.226500, 4.373352], [-3.958055, -4.164500, 5.649352], [-4.968055, -3.040500, 4.693352], [-4.240055, -2.505500, 6.234352], [-1.823055, -2.825500, 4.971352], [-3.627055, -3.807500, 2.724352], [-1.821055, -3.523500, 2.833352], [-5.053055, -0.466500, -2.165648], [-5.334055, -1.924500, -1.868648], [-4.853055, -2.871500, -2.993648], [-3.689055, -3.461500, -2.499648], [-3.670055, -3.338500, -1.198648], [-2.844055, -3.945500, -0.508648], [-4.580055, -2.417500, -0.757648], [-5.139055, 0.095500, -1.285648], [-5.686055, -0.022500, -2.937648], [-4.047055, -0.357500, -2.583648], [-6.377055, -1.966500, -1.680648], [-4.471055, -2.368500, -3.941648], [-5.578055, -3.702500, -3.193648], [1.035945, -2.734500, -3.416648], [-0.035055, -2.297500, -4.452648], [-1.464055, -2.167500, -3.897648], [-1.681055, -0.776500, -3.941648], [-0.762055, -0.170500, -4.628648], [-0.709055, 0.987500, -4.796648], [0.141945, -1.035500, -5.059648], [0.751945, -3.726500, -3.044648], [1.139945, -2.107500, -2.520648], [2.066945, -2.809500, -3.819648], [0.001945, -3.092500, -5.290648], [-1.414055, -2.643500, -2.915648], [-2.253055, -2.555500, -4.588648], [3.732945, 2.176500, 3.636352], [4.622945, 2.337500, 2.416352], [4.482945, 1.282500, 1.294352], [4.515945, 2.080500, 0.149352], [4.391945, 3.393500, 0.518352], [4.140945, 4.305500, -0.248648], [4.299945, 3.571500, 1.817352], [3.812945, 2.949500, 4.402352], [3.833945, 1.131500, 3.967352], [2.778945, 2.251500, 3.210352], [5.643945, 2.332500, 2.736352], [3.601945, 0.650500, 1.397352], [5.336945, 0.604500, 1.226352], [-1.712055, 4.769500, 2.963352], [-1.555055, 3.232500, 2.654352], [-1.777055, 2.906500, 1.193352], [-0.523055, 2.696500, 0.594352], [0.321945, 2.565500, 1.583352], [1.484945, 2.225500, 1.394352], [-0.219055, 2.812500, 2.795352], [-0.898055, 5.361500, 2.466352], [-1.590055, 4.972500, 4.037352], [-2.698055, 5.164500, 2.647352], [-2.178055, 2.675500, 3.286352], [-2.432055, 3.608500, 0.730352], [-2.374055, 1.950500, 1.119352], [0.956945, -0.096500, 3.845352], [1.033945, -0.735500, 5.123352], [1.111945, -1.998500, 5.084352], [1.140945, -2.819500, 3.907352], [1.194945, -2.492500, 6.346352], [1.486945, -3.839500, 6.592352], [1.611945, -0.536500, 3.029352], [1.333945, 0.920500, 4.067352], [0.030945, 0.059500, 3.393352], [0.792945, -4.514500, 6.105352], [1.450945, -3.967500, 7.701352], [2.495945, -4.052500, 6.249352], [-5.178055, 3.716500, -3.471648], [-3.742055, 4.005500, -3.641648], [-2.934055, 3.922500, -2.397648], [-2.547055, 2.481500, -2.154648], [-2.238055, 1.363500, -1.974648], [-5.612055, 4.464500, -2.823648], [-5.307055, 2.658500, -3.224648], [-5.773055, 3.878500, -4.384648], [-3.596055, 4.984500, -4.101648], [-3.321055, 3.257500, -4.306648], [-3.369055, 4.450500, -1.523648], [-1.994055, 4.472500, -2.647648]], "forces_ev_per_angstrom": [[-0.2, -1.7, 0.8], [-2.6, 0.4, 0.5], [1.8, -0.8, 0.6], [0.3, -1.1, -0.4], [2.6, 0.7, 0.6], [-0.3, -0.1, -0.3], [0.0, 0.6, -0.4], [0.0, -0.5, -0.3], [0.2, 0.1, -0.9], [0.1, 2.3, 0.3], [-0.2, 0.8, 0.5], [-0.9, -0.4, -0.9], [-0.8, -0.3, -0.3], [0.8, -1.7, -1.5], [0.1, 0.5, 0.1], [-0.1, -2.5, -1.4], [1.4, 0.2, 1.0], [3.3, 2.9, -1.4], [-1.8, -2.5, 1.4], [-1.9, -0.5, -0.8], [-0.1, 1.4, -0.2], [0.5, -0.1, 0.4], [-1.6, 0.2, 0.4], [-1.3, 0.6, 0.8], [0.8, 0.7, -0.3], [-0.3, 0.8, 1.4], [0.2, 0.5, 0.2], [-2.8, -1.5, -0.6], [-1.5, 1.2, -0.2], [-2.0, -3.8, 2.5], [1.0, 0.9, -0.4], [0.7, -1.0, -2.0], [0.8, 2.9, -0.1], [0.0, -0.2, 0.3], [0.8, 0.0, -0.1], [0.4, -0.4, -0.1], [1.6, 1.9, 0.7], [0.7, -0.2, 0.0], [0.1, 0.0, -0.2], [-0.1, -0.4, 0.4], [0.2, -0.5, 1.6], [2.3, -1.0, 0.7], [-0.9, 0.4, 0.6], [0.2, 1.9, 0.2], [-0.1, -2.2, 1.0], [0.1, 1.4, -2.2], [0.1, 0.6, -0.4], [0.4, 0.0, 0.2], [0.5, -0.3, -1.0], [-1.6, -0.1, -0.7], [0.0, 0.5, -0.2], [-1.0, -0.3, -0.2], [1.2, -0.6, -1.4], [0.8, 0.6, -1.6], [-0.9, 0.3, -2.0], [0.2, -0.7, 0.0], [2.4, -0.8, 2.8], [-2.3, 1.7, -1.1], [0.6, -0.8, 0.1], [-0.1, 0.9, 1.3], [-0.4, -0.4, 0.2], [0.1, 0.1, 0.4], [-0.9, -0.8, 0.5], [-1.3, -0.4, 1.1], [0.4, 0.9, -0.2], [0.2, 0.3, 0.0], [0.3, -2.1, -1.3], [0.4, -0.9, -1.2], [-2.1, -0.5, 2.2], [1.3, -0.3, 0.0], [-0.1, 2.3, -0.7], [1.5, -0.4, -0.6], [0.0, 0.0, -0.2], [-0.4, 0.2, -0.4], [-0.8, 0.1, -0.2], [-0.1, 1.3, 1.2], [-0.9, 0.6, 0.1], [0.8, -0.5, 0.8], [0.6, -1.0, -0.6], [0.1, -0.9, 1.8], [0.5, -0.4, 1.4], [-0.1, 1.5, -0.6], [-2.4, 2.0, -2.8], [1.1, -1.7, 0.6], [0.9, -0.5, 0.2], [0.5, -0.3, 0.0], [0.1, 0.5, 0.5], [-1.7, 0.1, -0.3], [0.9, 0.4, 0.1], [-0.4, 0.3, -0.4], [0.0, 0.1, 0.4], [0.9, -0.2, -0.1], [0.2, 2.8, -1.1], [-3.1, -2.2, 0.2], [-0.8, 0.8, -0.2], [3.7, -0.9, 0.2], [-2.0, 0.6, 0.7], [1.3, -0.4, 0.1], [-0.8, -0.6, 0.1], [-0.1, -0.2, -0.3], [0.5, -0.4, 0.1], [-0.8, -0.9, 0.8], [0.3, 1.0, -0.8], [0.8, 0.7, 0.1], [3.4, 1.8, -1.1], [-0.6, 0.7, -0.8], [0.6, -7.2, -4.4], [-0.4, 4.7, 6.9], [-0.5, 1.9, -1.7], [0.5, -0.9, 0.7], [-0.6, 0.2, 1.5], [-0.2, -0.6, -0.2], [-2.2, -0.4, 0.0], [-0.2, 0.0, -0.1], [-0.1, 0.2, -1.0], [0.1, -0.2, -0.1], [-1.4, 0.0, -0.9], [0.2, 0.2, -1.5], [1.9, -0.2, 0.6], [0.4, -1.4, 1.0], [-0.9, 3.0, -0.4], [-0.3, -0.4, 0.9], [-0.4, 0.3, 0.6], [0.5, -0.2, -0.1], [0.0, 0.0, 0.0], [0.2, 0.1, -0.5], [0.1, -0.7, -0.3], [-0.3, -0.6, 0.6]], "lowdin_charge": [0.01, -0.32, -0.05, 0.11, -0.61, 0.13, 0.10, 0.09, 0.06, 0.04, 0.12, 0.11, 0.13, -0.01, -0.30, -0.13, 0.09, -0.57, 0.11, 0.13, 0.12, 0.11, 0.02, 0.09, 0.14, 0.11, 0.00, -0.22, -0.06, 0.06, -0.69, 0.18, 0.14, 0.09, 0.06, 0.07, 0.10, 0.11, 0.11, -0.03, -0.31, -0.07, 0.05, -0.49, 0.12, 0.06, 0.09, 0.09, 0.10, 0.17, 0.14, 0.13, -0.03, -0.29, -0.08, 0.04, -0.54, 0.11, 0.09, 0.07, 0.09, 0.06, 0.14, 0.15, 0.15, -0.01, -0.27, -0.09, 0.06, -0.65, 0.18, 0.11, 0.09, 0.06, 0.09, 0.18, 0.12, 0.14, -0.01, -0.30, -0.10, 0.06, -0.54, 0.13, 0.12, 0.10, 0.10, 0.02, 0.14, 0.11, 0.13, -0.01, -0.29, -0.12, 0.09, -0.52, 0.14, 0.09, 0.10, 0.08, 0.09, 0.12, 0.11, 0.13, -0.01, 0.07, -0.43, -0.07, -0.02, -0.06, 0.12, 0.09, 0.07, 0.09, 0.11, 0.10, -0.11, -0.31, -0.17, -0.15, 0.22, 0.08, 0.07, 0.08, 0.12, 0.12, 0.12, 0.12]}